[1]
Below is C31H48AlBeBr8F7I2KN3O11 as an isolated structure at a distorted geometry, with properties calculated with the ωB97M-V functional and the def2-TZVPD basis.

Results
E_tot = -678786.0577 eV
largest force on an atom = 10.04 eV Å⁻¹

```
! wB97M-V def2-TZVPD RIJCOSX def2/J DEFGRID3
* xyz 0 1
I -6.2982 -2.7582 -0.2706
I -2.9757 -3.9068 -0.3204
Br -2.0687 -5.4321 -8.9206
Br 5.2150 -8.6909 2.0456
Br -4.3476 -7.6793 -8.5447
Br -0.5831 -2.1020 0.4081
Br 5.7860 -9.3890 5.1393
Br -3.0879 -2.4607 2.5204
Br -1.2426 -8.4547 -8.1683
Br 7.8074 -7.4711 3.5207
K -0.8366 -3.4617 3.3738
Al 0.3465 -1.6797 -5.2740
F 1.2020 11.7959 2.1924
F 1.9893 -1.1588 -5.7968
F 2.3178 10.3069 3.3298
F 0.1393 10.2727 3.3363
F -0.7655 -0.2630 -5.2890
F 0.4334 -2.3569 -3.6074
F -0.2713 -2.9398 -6.4026
O -0.0128 9.5218 0.7311
O -2.4753 3.6596 6.4784
O -1.4437 3.4380 9.1041
O 4.8672 -5.4569 -0.5635
O 1.2156 3.9338 -3.6526
O 2.2113 8.9734 0.8628
O -2.0693 -0.9350 5.6832
O -1.0473 -5.8955 -5.3454
O -1.3613 -1.1900 8.4106
O 2.8421 -3.4750 0.3454
O -1.7933 -4.3557 -3.9578
N -2.0543 -0.8907 0.6106
N -1.9428 -5.2083 -4.8409
N -0.4738 1.6300 1.4221
C 0.8235 5.3137 -3.3174
C 2.2224 3.4211 -2.6765
C 1.9945 1.7820 -2.6290
C -0.3163 7.2670 -0.1147
C -1.9847 0.0926 6.4238
C 3.5560 -2.4507 -0.3375
C 1.2243 10.4755 2.5341
C -1.9985 -0.4606 2.0565
C -1.7949 0.1913 -0.4051
C -1.6046 2.4032 8.3869
C -2.1292 2.5785 6.9649
C -1.9152 4.1856 0.8844
C 2.5770 -4.6022 -0.4953
C -0.1301 8.7322 -0.4624
C -0.6782 0.4617 2.3334
C 3.5228 -5.7638 -0.1795
C 1.1294 1.3506 -1.2847
C -2.2278 1.3745 6.0984
C -2.5180 -7.3166 -9.0970
C -1.2320 1.6073 0.1421
C 5.6813 -5.1171 0.5529
C -4.6863 -1.3227 0.2988
C -1.5627 -0.0937 7.8788
C 6.5729 -8.9704 3.4102
C 1.2317 9.5643 1.3072
C -1.3742 1.1206 8.7161
C -5.1164 0.1986 0.7256
C -0.2421 2.2164 -1.0615
C -3.2739 -1.7762 0.2769
C -3.3246 -5.4309 -5.3459
C -2.4427 2.7530 0.2876
Be 4.0676 -10.3093 0.4113
H 4.4429 -2.8435 -0.8406
H -4.6388 1.0538 0.0817
H -3.5815 -6.4746 -5.1536
H -0.8878 2.1225 -2.0608
H 1.5502 -4.9193 -0.2862
H 0.3458 -0.1379 2.3771
H -0.7267 4.2589 0.9627
H -1.0091 0.8946 9.7118
H 2.6344 -4.3251 -1.5549
H 3.0804 1.3057 -2.4945
H -2.9282 0.1289 2.4469
H 3.4703 -6.0366 0.8813
H -5.0127 0.4235 1.8938
H -2.5422 1.6045 5.0868
H 0.0817 3.3290 -0.8621
H -1.1192 -0.3042 -1.2559
H 7.1577 -9.8443 3.1051
H 1.5156 1.3620 -3.6107
H 1.8405 1.6125 -0.3620
H -2.3764 4.4989 1.9134
H 6.6324 -4.7281 0.1779
H 1.0018 0.1883 -1.2666
H 1.6191 5.8982 -2.6882
H -3.1765 2.3006 1.1111
H -3.3236 -5.2124 -6.4156
H -1.8527 -1.4583 2.6955
H 0.7321 8.8857 -1.1214
H -6.2915 0.2720 0.5233
H -1.1670 7.1370 0.5619
H 2.9002 -1.9652 -1.0670
H -4.0063 -4.7620 -4.8162
H -3.0086 2.8383 -0.7418
H 0.5636 6.8691 0.4005
H 0.6812 5.8814 -4.3432
H 0.5082 1.9664 1.3563
H -0.4870 6.6738 -1.0173
H 3.8738 -1.7055 0.3961
H 3.2885 3.6784 -3.1431
H -0.8099 0.9040 3.4351
H -2.8338 0.4091 -0.9516
H 5.8815 -6.0120 1.1519
H -2.4505 -7.5632 -10.1616
H -1.0130 9.0963 -0.9981
H 5.2136 -4.3497 1.1766
H -0.2142 5.3345 -2.7532
H 2.1638 3.9434 -1.6309
H -2.2119 5.0103 0.0735
H 3.2172 -6.6356 -0.7670
*
```

[2]
Below is C31H48AuCl2N3O4Si as an isolated structure at a distorted geometry, with properties calculated with the ωB97M-V functional and the def2-TZVPD basis.

Results
E_tot = -82197.6279 eV
largest force on an atom = 4.02 eV Å⁻¹

```
! wB97M-V def2-TZVPD RIJCOSX def2/J DEFGRID3
* xyz 0 3
Au -0.3709 1.9691 -1.4308
Cl -1.6593 3.6181 -3.2881
Cl 0.8836 1.9634 -3.3847
Si -0.4348 5.0755 -2.2366
O 1.3839 3.3787 1.6158
O 0.2008 -1.0274 -1.3918
O 1.8580 -1.3977 2.1567
O 2.7182 0.7934 -0.5763
N 0.3252 3.7214 3.6379
N 0.4517 -3.1809 2.4885
N 3.1325 -0.9059 -2.0624
C -0.6810 -1.9374 -3.4130
C -0.5824 -5.9286 -0.3757
C -0.6607 6.6579 -3.2492
C -1.2781 5.0866 -0.5824
C -1.2520 -0.7630 -4.1302
C -1.1905 1.6467 0.2850
C 1.4606 -3.9815 3.1564
C -2.0310 0.7864 2.6643
C 0.5925 -5.1644 -0.4020
C 3.1520 -2.3207 -2.3505
C -0.7152 -1.8504 -1.8612
C -0.9114 -3.6806 2.5391
C -0.0093 -3.1914 -5.4878
C -1.8544 -3.9906 -1.0715
C 1.4861 3.2667 4.3888
C -1.8181 -5.3285 -0.6640
C -1.6419 1.3106 1.3947
C -1.3895 0.0341 4.8937
C 2.7907 -0.3969 -0.8431
C -0.4801 4.7678 4.2529
C -3.7283 0.0059 4.2234
C -3.3845 0.5410 2.9825
C 3.3483 -0.0309 -3.1805
C 0.5247 -3.8118 -0.7571
C 1.3975 4.8144 -2.0500
C -0.1084 -2.9936 -4.0096
C -1.0354 0.5028 3.6304
C -0.6747 -3.2582 -1.1997
C -2.7346 -0.2288 5.1847
C 0.7566 -1.9402 2.0236
C 0.3805 3.6605 2.2677
H -2.7896 -3.4973 -1.3444
H -0.5399 -6.9866 -0.0988
H 0.0098 0.6938 3.3747
H -2.2991 -0.6001 -3.8365
H 1.1637 3.1008 5.4219
H -0.6842 0.1424 -3.8549
H -1.5532 -3.0606 1.9002
H 4.1345 -0.4564 -3.8144
H 2.1791 -2.6554 -2.7443
H -0.9430 -4.7175 2.1775
H -0.8122 5.8200 0.0865
H 0.0643 -2.2328 -6.0200
H -1.2121 -0.8842 -5.2197
H -0.0835 -1.4509 1.4828
H -4.1462 0.7861 2.2377
H 3.3872 -2.8845 -1.4414
H -1.2212 4.0959 -0.1105
H -0.6074 3.8449 1.7963
H 0.2952 -3.8146 -3.4094
H -4.7810 -0.1987 4.4351
H -1.6709 6.6960 -3.6813
H 1.5643 -5.6150 -0.1626
H -0.6161 -0.1193 5.6525
H 0.0048 5.7582 4.1780
H 2.2982 4.0123 4.3728
H 2.4246 0.0632 -3.7687
H 1.8150 5.6260 -1.4339
H 1.8467 2.3251 3.9598
H -1.2993 -3.6619 3.5720
H -2.3399 5.3308 -0.7111
H -1.4544 4.8132 3.7500
H 3.9124 -2.5223 -3.1158
H 0.8728 -3.8009 -5.7328
H 0.0798 6.6206 -4.0630
H 1.8756 4.8533 -3.0342
H -0.4837 7.5767 -2.6675
H -0.6223 4.5246 5.3124
H -2.7495 -5.9049 -0.6015
H 1.5677 -4.9491 2.6464
H 3.6183 0.9613 -2.8173
H 1.1609 -4.1775 4.1948
H -0.8905 -3.7233 -5.8822
H 2.5952 -1.1847 -0.0868
H 1.6430 3.8629 -1.5680
H 2.4090 -3.4414 3.1351
H -3.0130 -0.6078 6.1678
H -1.7464 -1.4647 -1.6777
H 1.4196 -3.1872 -0.7434
*
```

[3]
Below is a 9-piece molecular cluster, C31H48Cl17NO4S overall at a distorted geometry, with properties calculated with the ωB97M-V functional and the def2-TZVPD basis.

Results
E_tot = -266323.3247 eV
structure (SMILES) = NCc1cccc2c1C(=O)C(C[SH](=O)=O)=C(CCCCl)C2=O.ClCCCl.ClCCCl.ClCCCl.ClCCCl.ClCCCl.ClCCCl.ClCCCl.ClCCCl
largest force on an atom = 1.28 eV Å⁻¹

```
! wB97M-V def2-TZVPD RIJCOSX def2/J DEFGRID3
* xyz 0 1
Cl -7.7011 -1.3148 -2.9158
Cl -1.4547 1.6009 -4.0505
Cl -3.7978 5.8000 3.2839
Cl 7.5672 -2.0983 5.7244
Cl -5.8040 -1.3047 -5.7522
Cl 4.3179 -4.5382 3.8706
Cl -4.3307 0.6520 -7.9615
Cl -2.2538 -0.6702 -1.6020
Cl -0.2226 -0.8535 4.5387
Cl 3.7019 -3.0288 0.8833
Cl -2.4561 -3.3440 -3.7141
Cl -1.4646 2.1413 -9.1355
Cl -0.3755 -4.1963 5.1694
Cl 1.5976 -9.6965 2.8608
Cl 7.4481 -3.6283 2.6995
Cl -4.4569 2.6277 -5.3384
Cl 0.8419 -6.4656 2.1486
S 3.0810 6.1116 3.5315
O 3.3650 6.3821 2.1466
O 3.2683 7.1705 4.4836
O -0.2193 4.9476 -0.9047
O 2.4204 3.0865 3.2010
N 3.5137 0.6163 2.4651
C -3.6931 -1.2345 -2.4924
C -8.1982 -0.7663 -4.5387
C 1.1205 2.4442 1.3040
C 1.0380 -3.2723 4.5751
C -0.0960 2.1838 -0.7961
C -4.1566 1.6998 -9.3931
C 2.0673 0.3344 2.4562
C 1.0911 -1.8859 5.1526
C -0.2580 6.6404 1.3023
C -7.5612 -1.5809 -5.6341
C 1.3786 5.5232 3.6213
C -1.7746 6.5785 1.6165
C 0.3621 -8.6865 3.6577
C 0.4049 2.9766 0.2268
C 8.5344 -3.4991 5.1970
C 3.8039 -5.3264 2.3514
C -2.8394 3.3171 -5.6600
C -2.1512 5.5267 2.6467
C 1.3341 1.0562 1.3673
C 1.0617 4.7666 2.3661
C 8.8857 -3.4296 3.7335
C 0.0997 0.8163 -0.7273
C 0.1454 4.4422 0.1345
C 0.7979 0.2807 0.3419
C -1.7583 2.2682 -5.6791
C 4.3819 -4.6626 1.1309
C 1.6131 3.3796 2.3426
C -0.2921 -7.7275 2.6992
C 0.3588 5.2758 1.3492
C -2.8363 1.5280 -10.0960
C -3.7394 -2.7307 -2.6357
H -4.3052 2.7282 -9.0708
H 3.9765 0.1489 1.6971
H -2.0062 1.4493 -6.3469
H -2.6329 4.0705 -4.9040
H -1.1175 -7.2186 3.1944
H 1.0358 -1.8950 6.2379
H -4.9622 1.4321 -10.0747
H 2.0283 -1.4129 4.8579
H -0.8214 2.7130 -6.0101
H 4.1366 -6.3616 2.4049
H -3.6334 -3.2271 -1.6742
H -4.5625 -0.8946 -1.9352
H 0.2671 7.3499 1.9331
H 3.9149 0.3047 3.3375
H -0.1791 6.9749 0.2706
H -2.1406 4.5189 2.2418
H 2.7180 -5.3190 2.3288
H 0.9907 -3.2459 3.4885
H 0.8399 -8.1595 4.4794
H -2.8441 2.0931 -11.0264
H -3.6894 -0.7385 -3.4591
H -0.3030 0.1719 -1.5072
H -1.4816 5.5481 3.5022
H 1.9352 -3.8128 4.8701
H 1.3620 4.8175 4.4502
H 3.8001 5.0245 3.8881
H 9.5748 -4.2346 3.4837
H 9.4468 -3.4992 5.7910
H -2.3325 6.3780 0.7049
H 0.7327 6.3779 3.7781
H -2.9012 3.8074 -6.6302
H -2.0766 7.5390 2.0291
H 5.4616 -4.5704 1.1918
H -9.2805 -0.8708 -4.5887
H -7.9891 -1.2986 -6.5947
H -7.7242 -2.6450 -5.4829
H 4.1347 -5.2500 0.2482
H -4.6914 -3.0204 -3.0755
H -2.6420 0.4836 -10.3250
H 9.3536 -2.4823 3.4791
H -0.6781 -8.2365 1.8200
H 1.6796 0.5771 3.4429
H -0.6277 2.6638 -1.6029
H -7.9457 0.2870 -4.6286
H 1.9440 -0.7473 2.3395
H 0.9422 -0.7908 0.4017
H 7.9705 -4.3997 5.4258
H -0.3878 -9.3616 4.0658
*
```

[4]
Below is a 5-piece molecular cluster, C31H48Cl9N3O2 overall at a distorted geometry, with properties calculated with the ωB97M-V functional and the def2-TZVPD basis.

Results
E_tot = -154191.9890 eV
structure (SMILES) = CCCCCCCCC[C@@](C#N)(c1ccccn1)[C@](C#N)(CCCCCCOC)CC(=O)Cl.ClCCl.ClCCl.ClCCl.ClCCl
largest force on an atom = 1.16 eV Å⁻¹

```
! wB97M-V def2-TZVPD RIJCOSX def2/J DEFGRID3
* xyz 0 1
Cl -5.4678 -4.2464 2.2374
Cl -4.2894 -5.1718 -0.2728
Cl -8.6572 -1.6548 5.1822
Cl 4.8684 -5.0661 4.9814
Cl -7.9321 3.1277 -4.0350
Cl 6.6905 -4.3984 2.7844
Cl 4.3710 -1.0781 -1.5660
Cl -6.3532 -2.9235 6.4794
Cl -6.4690 3.9096 -1.6149
O -5.5498 -0.5250 0.7311
O 2.2878 -2.5371 -1.1297
N -0.9461 -1.8596 -1.0132
N 2.0732 -0.6976 -3.8693
N -1.3050 2.2757 -2.9013
C -2.0702 2.4160 0.8365
C 0.0331 1.2314 0.0358
C -3.5668 2.5380 0.5208
C 5.7319 -5.6647 3.5599
C 2.0261 1.7279 -2.6057
C 4.6675 -0.1418 2.3978
C 2.7288 3.2486 -0.5894
C -7.5544 -3.0358 5.1871
C -0.2301 -1.9012 -4.9310
C 5.8474 0.8071 2.1865
C -0.2472 -0.9609 -0.9784
C 4.7704 2.6564 0.8036
C 2.0250 3.1133 -1.9472
C -0.3173 -0.8940 -3.9759
C 0.8547 -0.3233 -3.4867
C -5.5714 0.8853 0.6129
C 5.7971 1.5185 0.8376
C -4.8415 -1.1642 -0.3107
C 2.1434 -1.6779 -4.7737
C -4.3906 1.5375 1.3444
C 4.2387 2.9875 -0.6067
C 1.0379 -2.2985 -5.3409
C -0.3893 1.6193 -2.7237
C 2.6909 -1.4448 -1.0287
C -6.5428 2.8050 -2.9925
C -3.9882 -4.3841 1.2774
C -1.4898 1.1330 0.1966
C 4.9250 -1.1840 3.4879
C 0.6567 0.2015 -0.9775
C 1.9968 -0.2833 -0.3573
C 0.7899 0.8000 -2.4218
H -4.9817 -0.6754 -1.2760
H 2.2551 2.6362 0.1742
H -1.2867 -0.5807 -3.6209
H -1.1325 -2.3492 -5.3171
H 4.7186 3.9153 -0.9105
H 4.5110 2.1854 -1.2892
H -8.1343 -3.9384 5.3353
H 2.5676 4.2809 -0.2760
H 3.7752 0.4249 2.6674
H 6.7833 1.8784 0.5483
H 2.1177 1.8734 -3.6787
H 2.9260 1.1906 -2.3255
H -1.7373 0.3027 0.8502
H -5.2306 -2.1735 -0.4110
H 1.1754 -3.0700 -6.0828
H -3.6045 -3.3886 1.0890
H 2.5663 3.7790 -2.6204
H 5.3868 -2.0831 3.0900
H 1.0297 3.5446 -1.8515
H 3.9833 -1.4872 3.9459
H -7.0329 -3.0634 4.2390
H 6.3993 -6.4588 3.8706
H -5.6076 1.1688 -0.4415
H 2.7107 0.5220 -0.2268
H 5.5038 0.7774 0.0923
H -3.8750 3.5655 0.7091
H 4.4828 -0.6645 1.4591
H 6.7556 0.2026 2.2375
H 5.0055 -6.0306 2.8449
H 5.2439 3.5371 1.2381
H 3.1366 -1.9934 -5.0681
H 0.2483 2.2423 -0.2812
H 1.7492 -0.6481 0.6385
H 0.4734 1.0362 1.0105
H 5.5397 -0.7950 4.2977
H -4.7504 2.0470 2.2350
H -5.6376 2.9252 -3.5754
H 5.9065 1.5277 3.0036
H 3.9509 2.3992 1.4758
H -3.7039 2.3695 -0.5473
H -3.7778 -1.2419 -0.0681
H -3.2696 -4.9719 1.8348
H -6.5012 1.2301 1.0624
H -1.5721 3.2931 0.4268
H -6.6244 1.7921 -2.6157
H -1.9613 1.0286 -0.7747
H -1.9205 2.3399 1.9129
H -3.7370 0.7291 1.6642
*
```

Q: The highest largest force on an atom belongs to which entry?
A: C31H48AlBeBr8F7I2KN3O11

Q: Which value of E_tot does entry 3 give?
A: -266323.3247 eV